C96H219N13O20 | ωB97M-V with the def2-TZVPD basis set

The LUMO energy is 0.4 eV. For the HOMO energy, the calculation gives -8.161 eV. The calculation puts the energy above the lowest of the compared OMol25 structures with the same formula, charge and spin at 171.98 kJ/mol.

```
348
Properties=species:S:1:pos:R:3:forces:R:3:lowdin_charge:R:1
C 16.259547 22.997607 25.632928 1.12 -0.44 0.70 -0.0162
C 14.889571 22.788530 25.090417 -1.32 -0.72 -1.00 -0.5526
C 14.195494 24.101301 24.831625 -1.33 0.16 0.96 -0.1636
C 14.774671 24.872968 23.707880 -0.52 0.43 -0.34 -0.2001
C 14.740559 24.025783 22.484114 -0.77 -1.19 -1.30 -0.1314
C 15.414296 22.656427 22.652901 -0.78 -1.09 -2.28 -0.4856
N 14.830688 22.027667 23.816972 0.73 -1.37 0.72 -0.0303
O 15.573103 20.764926 24.030063 -0.71 1.19 -0.04 -0.0952
C 14.989130 21.760153 21.406966 0.59 0.28 1.73 -0.0073
C 16.933000 22.650548 22.547591 0.32 1.35 0.14 -0.0220
C 14.020995 21.989465 26.076955 -0.01 -1.40 -2.16 -0.0231
H 16.970862 22.320342 25.171716 -0.01 -0.34 0.20 0.0605
H 16.183798 22.731372 26.697651 0.67 0.51 -0.16 0.0960
H 16.693138 23.982083 25.457032 -0.26 0.19 0.34 0.0857
H 13.122244 23.961835 24.621519 0.22 -0.31 0.07 0.1295
H 14.224113 24.612676 25.794023 0.06 0.46 -0.02 0.1300
H 15.791030 25.052376 23.921787 1.41 0.75 0.30 0.0801
H 14.245730 25.822175 23.556073 0.23 -0.11 0.04 0.1286
H 15.314643 24.435215 21.663636 -0.18 0.66 -0.42 0.1012
H 13.676616 23.836477 22.132860 1.13 0.32 0.37 0.1486
H 13.954098 21.513261 21.519722 -0.64 -0.21 -0.22 0.0484
H 15.191633 22.236079 20.473940 -0.02 0.70 -0.59 0.0525
H 15.605811 20.864226 21.418549 -0.19 -0.24 0.12 0.0567
H 17.360110 23.603527 22.872519 0.21 0.02 -0.04 0.0823
H 17.301676 21.898608 23.191031 0.58 -0.86 0.63 0.0424
H 17.315280 22.413590 21.545971 -0.32 0.28 0.11 0.0731
H 14.486654 20.938611 26.135808 -0.97 1.58 0.42 0.1065
H 12.995829 21.963891 25.598540 1.00 -0.36 0.79 0.1019
H 13.984054 22.530821 26.989541 -0.06 0.08 1.08 0.0659
H 14.860064 20.089041 24.108511 0.14 -0.01 -0.24 0.0503
C 18.716598 14.490380 24.312197 -2.30 -0.82 0.77 -0.0015
C 18.058111 13.081157 24.015564 -0.75 1.87 -0.04 -0.4507
C 18.847866 12.057328 24.780913 0.04 0.31 -1.00 -0.1590
C 18.125704 10.772840 24.769498 -0.14 -2.28 0.50 -0.1990
C 16.814314 10.952818 25.487029 -1.25 -0.69 1.96 -0.1547
C 15.873551 11.976061 24.841031 0.06 0.22 -0.19 -0.5066
N 16.657576 13.208827 24.577263 0.67 -0.02 -0.06 -0.0569
O 15.902329 14.092582 23.720724 -0.04 -0.17 0.63 -0.0554
C 15.226069 11.333870 23.601739 -1.50 0.15 0.18 -0.0157
C 14.811178 12.378028 25.874772 -1.22 -0.54 -0.39 -0.0440
C 18.131146 12.808745 22.502962 1.04 0.77 0.33 -0.0068
H 19.704713 14.606607 23.990962 1.60 -0.11 -0.76 0.0392
H 18.703492 14.683330 25.399187 -0.07 -0.23 -0.32 0.0911
H 18.079296 15.239753 23.860438 0.01 0.34 -0.26 0.0653
H 19.788996 11.986375 24.244773 0.40 -0.04 0.23 0.1074
H 19.004546 12.419572 25.775598 0.25 0.08 0.74 0.1213
H 18.668091 9.983965 25.300652 0.23 0.15 0.15 0.1165
H 18.045436 10.334234 23.766198 -0.35 0.41 -0.01 0.1170
H 17.015884 11.281380 26.541510 0.25 0.20 -0.83 0.1261
H 16.220449 10.006106 25.757543 0.83 1.03 -1.09 0.1442
H 15.102767 10.273907 23.770303 -0.32 -0.39 0.35 0.0790
H 14.220091 11.745222 23.339582 0.74 -0.17 0.44 0.0853
H 15.765594 11.348265 22.689042 0.96 0.53 -0.68 0.0445
H 15.271145 12.788776 26.782422 -0.14 -0.39 -0.16 0.0758
H 14.123166 13.133219 25.470527 0.37 0.10 -0.09 0.0771
H 14.100916 11.528997 26.078468 0.95 0.50 0.17 0.1023
H 19.186761 12.990017 22.270105 -0.11 -0.10 -0.30 0.0645
H 17.562424 13.513890 21.929401 -0.37 0.53 -0.15 0.0612
H 17.895740 11.841704 22.107350 -0.27 -0.80 0.30 0.0680
H 15.578827 14.810382 24.318027 0.39 -0.52 -0.44 0.0741
C 21.883367 13.614351 18.108404 0.46 0.53 -1.53 -0.0143
C 21.468670 13.634362 16.611751 -0.12 -0.56 1.17 -0.5288
C 21.891812 12.349019 15.939633 0.70 -1.95 0.86 -0.1425
C 21.067935 11.119987 16.395890 -1.33 0.88 0.80 -0.1402
C 19.535047 11.453452 16.118945 2.60 -0.72 -1.08 -0.1434
C 19.065364 12.694678 16.809273 0.66 0.29 -0.29 -0.5210
N 20.030895 13.801890 16.391516 -2.36 -0.21 0.16 -0.0317
O 19.508306 15.018600 17.008718 0.78 -0.45 -0.20 -0.0639
C 17.708945 12.959160 16.212056 -1.33 1.67 -0.22 -0.0535
C 18.921661 12.452541 18.315740 0.07 0.00 1.26 -0.0175
C 22.152814 14.773250 15.895609 0.02 -0.83 0.11 -0.0300
H 21.436074 14.478731 18.487270 -1.84 0.90 1.41 0.0486
H 22.863801 14.022135 18.212642 1.54 -0.48 -0.31 0.0686
H 21.809422 12.708904 18.682761 -0.42 -0.14 0.18 0.0621
H 21.794348 12.394517 14.881782 -0.01 0.40 -1.09 0.1021
H 22.974034 12.186441 16.184345 -0.77 0.16 -0.27 0.1384
H 21.286815 10.938886 17.473100 -0.45 0.09 -0.55 0.0966
H 21.244486 10.168142 15.907164 0.61 0.10 -0.41 0.0978
H 18.918072 10.617219 16.383135 -0.40 -0.48 0.30 0.1089
H 19.459954 11.560093 14.995463 -0.05 0.08 1.06 0.1357
H 17.751098 13.273497 15.130758 0.06 -0.37 1.02 0.1039
H 17.035286 12.108700 16.330467 0.32 -0.31 -0.24 0.0875
H 17.162315 13.727549 16.801003 0.37 0.00 -0.43 0.0770
H 19.714421 11.804207 18.736376 -0.44 0.11 -0.36 0.0726
H 19.006984 13.368202 18.907254 0.01 0.25 -0.33 0.0762
H 17.929365 12.048836 18.635114 0.67 0.01 -0.66 0.0892
H 23.227745 14.586425 15.923933 -0.02 0.35 -0.13 0.0894
H 21.857916 15.689139 16.347010 0.11 1.01 0.44 0.0599
H 21.753580 14.749801 14.898126 0.16 0.20 -0.72 0.0800
H 19.065174 15.509027 16.284340 0.30 -0.19 0.07 0.0634
C 22.838654 24.822050 20.124440 -0.12 2.18 0.07 -0.0268
C 22.809566 24.938985 21.689202 0.74 0.72 -0.61 -0.4879
C 22.039448 26.232987 22.076101 -0.26 -0.85 1.05 -0.1147
C 21.508041 26.300254 23.533686 -0.45 -3.06 -1.43 -0.1389
C 20.961888 24.887744 23.945075 0.83 1.68 -0.25 -0.1345
C 21.855055 23.705112 23.627687 -0.82 -1.09 0.03 -0.5236
N 22.107183 23.761211 22.176207 0.54 0.78 0.20 -0.0892
O 22.837481 22.615525 21.712983 0.60 0.89 1.55 -0.0175
C 23.055155 23.599340 24.578443 0.53 -0.05 1.16 -0.0231
C 20.922107 22.486547 23.776425 0.02 -1.15 -0.11 -0.0390
C 24.313958 25.066438 22.159543 0.18 0.55 -0.12 -0.0351
H 23.694217 24.224466 19.886495 0.18 -0.68 -0.53 0.0584
H 23.035112 25.855764 19.616922 -0.43 -1.62 1.06 0.1198
H 21.886537 24.424178 19.729035 0.59 0.08 0.17 0.0632
H 22.738722 27.029627 21.956355 0.36 0.80 -0.48 0.1032
H 21.198419 26.368733 21.412400 -0.15 0.04 -0.40 0.0843
H 20.611174 26.862400 23.604660 -0.38 1.35 0.04 0.0867
H 22.253487 26.597374 24.192765 1.27 0.89 1.29 0.0757
H 20.143030 24.787046 23.250685 -0.96 -0.36 0.25 0.1028
H 20.662486 24.944934 25.014003 -0.04 -0.44 -0.70 0.1329
H 23.545766 24.594681 24.710770 -0.50 -0.77 0.21 0.0737
H 22.756774 23.157424 25.595008 0.11 0.93 -1.31 0.0981
H 23.860220 22.926396 24.253055 -0.41 0.06 -0.38 0.0788
H 20.248568 22.606435 24.650229 0.73 -0.35 -0.10 0.0685
H 20.217015 22.382212 22.918118 0.64 0.31 0.33 0.0828
H 21.544049 21.547809 23.786041 -0.82 0.72 0.37 0.0998
H 24.407809 25.730182 23.079151 0.00 -1.14 -0.95 0.0862
H 24.849263 25.611678 21.344508 -0.29 -0.29 0.61 0.0800
H 24.837796 24.072924 22.254861 -0.73 1.04 0.17 0.0930
H 22.159170 22.293577 21.142909 -0.91 -1.05 -1.10 0.0180
C 21.431966 19.819219 14.658386 -0.54 1.09 -1.69 -0.0174
C 22.786289 20.437438 14.155635 -0.95 -0.27 1.05 -0.5222
C 22.483060 21.474040 13.086701 0.38 -0.65 1.04 -0.1346
C 23.630748 22.471606 12.987485 0.15 -1.28 -2.70 -0.2125
C 23.829172 23.136132 14.263033 -0.35 2.19 1.20 -0.1742
C 24.268831 22.147352 15.346025 0.32 0.81 0.43 -0.4970
N 23.210156 21.085460 15.387448 1.20 0.99 0.58 -0.0734
O 23.497067 20.064359 16.338315 0.60 0.59 -0.20 -0.0833
C 25.727223 21.677468 15.235213 -0.25 -2.18 -1.06 -0.0357
C 24.328337 22.859803 16.681341 -0.31 -0.09 1.52 -0.0599
C 23.780756 19.427250 13.578617 -2.22 -0.78 1.26 -0.0013
H 20.865593 20.696376 15.102125 0.67 -1.23 -0.16 0.1028
H 21.655977 19.045883 15.380883 -0.44 -0.20 0.06 0.0610
H 20.795265 19.487538 13.788803 0.69 -0.19 0.81 0.0827
H 22.162049 20.853751 12.241814 0.35 0.74 -0.43 0.1254
H 21.638457 22.054647 13.437374 -0.46 0.13 -0.09 0.1150
H 23.302063 23.154238 12.191796 0.72 0.17 0.09 0.1203
H 24.649520 22.034211 12.764330 -1.25 0.13 -0.55 0.1231
H 22.871137 23.628590 14.582195 0.69 -0.38 -0.02 0.1378
H 24.541893 23.989748 14.062253 -0.34 -0.93 0.84 0.1461
H 25.743454 20.818408 15.928254 0.61 0.33 -0.17 0.0664
H 25.995756 21.249581 14.247009 -0.10 0.35 0.39 0.0735
H 26.507791 22.371942 15.530057 -0.30 0.33 0.03 0.0876
H 24.739324 22.170676 17.450666 -0.47 0.24 -0.33 0.0931
H 25.079332 23.656992 16.637657 -0.43 0.16 -0.13 0.0871
H 23.357253 23.238510 17.062871 0.49 -0.09 -0.40 0.0829
H 23.963381 18.571041 14.227007 0.35 0.26 0.23 0.0759
H 24.630054 19.877122 13.189115 1.77 0.70 -0.47 0.0520
H 23.223978 19.022943 12.778689 -0.39 -0.75 -1.34 0.0733
H 24.342876 19.634591 16.067541 -0.15 -0.18 0.35 0.0521
C 12.484148 12.019808 18.064995 0.07 -0.03 -2.04 -0.0260
C 12.229697 13.421467 18.624428 -1.63 1.18 -0.82 -0.4950
C 11.299577 13.357158 19.852321 0.25 -2.29 0.63 -0.1194
C 12.092969 12.871906 21.064546 -2.36 1.09 1.91 -0.2072
C 13.204551 13.805323 21.326552 1.75 -0.58 -0.58 -0.1384
C 14.163207 13.743671 20.107343 0.32 -0.57 0.99 -0.4664
N 13.381740 14.242306 18.961476 -0.12 -0.65 1.85 -0.0990
O 14.218493 14.357842 17.863459 0.80 0.21 -0.94 -0.0333
C 15.260233 14.724688 20.402252 2.11 -1.03 -0.88 -0.0301
C 14.794333 12.341675 19.928079 0.09 0.99 -0.91 -0.0104
C 11.498606 14.292973 17.575349 -1.62 -0.72 0.90 -0.0322
H 13.043271 11.355555 18.688796 -0.36 -0.40 0.47 0.0434
H 13.065646 12.001530 17.111578 -0.08 0.65 0.63 0.0991
H 11.541149 11.583909 17.700297 0.06 -0.01 0.69 0.0897
H 10.827375 14.264110 20.155400 -0.17 1.04 -0.37 0.1058
H 10.486307 12.610438 19.688155 0.46 0.59 -0.30 0.1320
H 12.429144 11.882525 20.933965 0.37 -1.28 -0.06 0.0814
H 11.466074 12.899659 22.018115 0.26 -0.37 -1.27 0.1379
H 13.773871 13.522091 22.230714 -0.20 0.35 -0.35 0.1031
H 12.840049 14.822594 21.391848 -0.05 0.34 0.26 0.1180
H 16.148665 14.724573 19.740119 -0.56 -0.41 -0.27 0.0986
H 14.837919 15.646846 20.261060 -0.92 2.78 0.07 0.0509
H 15.732687 14.639900 21.365061 -0.44 -0.19 0.75 0.0572
H 15.201076 12.269292 18.918451 -0.05 0.02 -0.14 0.0843
H 15.631518 12.242464 20.571854 0.77 -0.04 0.86 0.0528
H 14.144149 11.514519 20.078118 -0.41 -0.56 0.33 0.0474
H 10.649126 13.774493 17.099311 0.12 0.07 0.41 0.0911
H 12.143010 14.541335 16.802792 1.37 0.46 -1.51 0.0415
H 11.142179 15.232527 18.026345 0.07 -0.40 -0.01 0.0840
H 14.446256 15.302097 17.921605 0.20 -0.06 -0.40 0.0592
C 11.247031 19.929740 20.460174 -0.25 2.48 -0.56 -0.1487
O 11.680096 18.858372 21.229134 0.39 0.10 0.54 -0.1930
C 12.377892 19.182895 22.444382 -0.32 0.84 0.07 -0.2031
C 13.617206 18.347212 22.453589 1.62 0.83 -1.21 -0.1881
N 14.349781 18.395795 23.710516 -0.64 -0.04 -0.77 -0.0528
C 15.706845 17.875667 23.644630 -0.96 -0.27 0.34 -0.1906
C 16.058705 17.482724 25.035829 1.79 -0.48 0.69 -0.1942
O 15.285008 16.348757 25.404427 -0.87 0.12 -1.03 -0.2142
C 15.534112 15.774307 26.642276 0.44 -1.03 1.38 -0.1142
H 10.991507 19.586805 19.434692 0.01 -0.06 0.78 0.0826
H 12.045981 20.756351 20.299418 -0.92 -1.31 0.42 0.0935
H 10.339337 20.484955 20.901763 1.10 -0.90 -0.51 0.1042
H 11.767351 18.915475 23.317712 -0.16 0.02 -0.17 0.1282
H 12.625865 20.265877 22.556840 -0.31 -0.62 -0.34 0.1122
H 14.367747 18.718501 21.711372 -0.83 -0.07 0.09 0.1341
H 13.292288 17.387260 22.078575 0.27 -0.84 0.27 0.1146
H 13.913495 17.765931 24.319100 -1.23 -0.82 1.36 0.0941
H 16.302953 18.689005 23.338291 1.15 0.68 -0.55 0.0751
H 15.819782 17.020432 22.988040 0.03 -0.24 -0.36 0.1317
H 15.859515 18.305109 25.732441 0.04 0.01 0.04 0.1290
H 17.155551 17.247931 25.062080 -0.72 0.05 0.23 0.1339
H 14.678984 15.201716 27.047631 -0.09 0.46 -0.71 0.0925
H 15.749294 16.519164 27.411078 0.32 0.12 -0.07 0.0930
H 16.328853 15.006861 26.560770 0.07 0.58 0.12 0.0834
C 19.200204 15.478738 11.714426 0.00 -0.19 0.88 -0.1004
O 18.231577 15.894410 12.643107 -0.30 0.46 0.69 -0.1824
C 18.605139 17.081741 13.298466 1.19 0.63 -0.13 -0.2706
C 17.568084 17.506883 14.261345 -1.81 0.24 -0.82 -0.2207
N 17.556044 16.611562 15.389583 1.09 1.57 -0.03 -0.0563
C 16.815777 17.039830 16.554674 0.50 0.82 -0.85 -0.1968
C 15.350279 17.075996 16.275895 0.19 0.41 2.14 -0.1766
O 14.710611 17.108029 17.595732 0.23 0.24 -1.28 -0.2027
C 13.403011 17.580593 17.417991 -1.75 -0.04 0.35 -0.1200
H 19.364037 16.302614 11.027580 0.26 -0.12 -0.56 0.0837
H 18.770476 14.588346 11.268750 0.28 0.00 -0.45 0.0903
H 20.133116 15.224944 12.249385 -0.11 0.04 -0.36 0.0909
H 18.835226 17.907283 12.585980 -0.22 -0.49 0.04 0.1289
H 19.495227 16.975020 13.949479 0.19 -0.42 -0.59 0.1257
H 16.586242 17.568095 13.704031 0.56 -0.14 0.51 0.1396
H 17.768494 18.527151 14.573025 0.24 0.13 0.32 0.1248
H 17.264468 15.716916 15.097316 -0.47 -1.29 -0.34 0.0897
H 17.124410 18.064929 16.894607 0.11 -1.12 -0.20 0.1343
H 17.105037 16.261165 17.224986 -0.48 -0.13 1.42 0.0990
H 15.097514 16.177335 15.768274 -0.74 -0.91 -0.54 0.1238
H 15.076370 17.944294 15.674579 -0.13 0.05 0.11 0.1274
H 12.690178 17.207082 18.209704 1.00 0.20 -0.75 0.1063
H 13.047798 17.301161 16.426537 -0.40 -0.53 0.05 0.0865
H 13.321520 18.665570 17.376170 0.41 0.40 0.42 0.0758
C 21.944194 10.345691 21.434769 -0.12 0.75 -0.32 -0.1051
O 22.019495 11.718901 21.026296 -0.57 -0.01 0.90 -0.2269
C 22.203593 12.618060 22.194882 -0.10 -2.52 -1.64 -0.1719
C 21.864407 13.973149 21.715341 -1.54 0.28 0.06 -0.2246
N 22.127238 14.961296 22.740077 1.51 -0.18 0.74 -0.0563
C 21.628180 16.265367 22.425954 -0.97 0.02 0.48 -0.2200
C 22.125037 17.256485 23.487503 -0.44 0.15 0.49 -0.1833
O 23.548530 17.143864 23.484660 -0.27 0.29 -0.01 -0.2092
C 24.169403 17.838674 24.539209 1.15 -0.18 0.03 -0.1125
H 21.682135 9.708420 20.578725 0.28 0.39 0.10 0.0886
H 21.196925 10.149965 22.214271 -0.10 0.32 -0.02 0.0774
H 22.909794 10.094749 21.835868 0.54 -0.63 0.18 0.0754
H 23.243269 12.513941 22.459486 0.51 0.13 0.53 0.1214
H 21.561126 12.189788 22.973480 0.10 0.64 0.19 0.1002
H 20.783883 13.911374 21.391815 0.67 0.56 0.81 0.1264
H 22.317254 14.156100 20.762475 0.95 0.21 -0.65 0.0992
H 23.137284 15.126019 22.937563 -0.86 -0.91 -0.37 0.1307
H 20.552106 16.035147 22.304661 0.02 1.33 0.38 0.1200
H 21.988078 16.610957 21.493498 0.47 0.48 -1.40 0.0684
H 21.712421 16.942178 24.451481 0.16 -0.06 0.23 0.1185
H 21.875293 18.340371 23.404585 -0.21 -0.74 -0.55 0.1225
H 25.270227 17.741416 24.380574 -0.85 -0.09 0.28 0.1017
H 23.873126 17.459008 25.511709 0.07 -0.55 0.26 0.0819
H 23.969404 18.902639 24.631760 -0.40 0.41 -0.71 0.0769
C 19.062816 19.207221 23.874208 2.09 -0.95 0.90 -0.0590
O 19.697391 19.077361 25.189371 -0.07 -0.79 -0.87 -0.2003
C 19.168666 19.916848 26.179507 -0.26 0.14 0.58 -0.2349
C 19.924947 19.757561 27.506204 -0.99 -0.63 2.34 -0.1880
N 19.728025 20.930475 28.402595 0.10 -0.43 -1.39 -0.0575
C 20.620058 22.022633 28.041650 0.79 -0.33 0.83 -0.2245
C 20.607158 23.056809 29.146066 -0.93 -0.38 1.33 -0.1964
O 21.147510 22.520484 30.390134 0.06 0.68 -1.10 -0.1935
C 22.524717 22.820121 30.478088 0.11 -0.30 -0.46 -0.1255
H 18.163652 19.732879 24.054751 -1.32 0.35 -0.50 0.0482
H 18.991037 18.194105 23.429110 -0.55 0.44 0.47 0.0938
H 19.732357 19.730195 23.175906 -0.17 0.38 0.34 0.0751
H 18.122300 19.694175 26.492145 0.22 0.01 -0.81 0.1250
H 19.188827 20.934778 25.780939 0.05 0.29 0.44 0.0922
H 20.948155 19.409557 27.467085 0.79 0.58 -0.79 0.1040
H 19.517802 18.898675 28.106154 -0.26 0.54 -0.83 0.1253
H 19.637155 20.726925 29.397653 0.57 0.01 -0.59 0.1136
H 20.306580 22.429270 27.100487 -0.40 0.57 -0.52 0.0880
H 21.659358 21.677494 27.833123 -0.26 0.00 0.35 0.1198
H 19.566721 23.263797 29.397499 -0.24 -0.15 -0.09 0.1193
H 21.005331 24.051993 28.957115 0.61 -0.16 -0.42 0.1139
H 22.707527 23.860979 30.222876 -0.01 0.45 0.50 0.0767
H 23.123378 22.289054 29.728790 -0.07 -0.42 0.11 0.0817
H 22.864213 22.557116 31.475112 0.08 0.13 0.03 0.0876
C 24.636879 18.283791 20.076153 -2.48 -0.12 -0.84 -0.0960
O 25.262321 17.920160 18.868159 -0.43 -0.97 -0.33 -0.2134
C 24.308124 17.353375 17.957354 1.91 1.66 -0.92 -0.1797
C 25.132143 16.999751 16.673748 -0.41 2.62 2.18 -0.1199
N 25.871173 18.281174 16.339461 -2.08 -1.54 -2.19 -0.0471
C 26.678376 18.077038 15.156725 2.33 0.84 -0.34 -0.2160
C 27.946643 17.205401 15.423216 -1.42 0.86 0.57 -0.1919
O 28.436465 17.661083 16.688310 1.23 -0.08 -0.32 -0.2124
C 29.515238 18.625052 16.645274 0.97 -2.10 1.78 -0.0823
H 23.778000 17.554305 20.337679 1.42 0.87 -0.18 0.0891
H 24.077716 19.276625 19.928507 1.11 -1.04 0.67 0.0979
H 25.432897 18.204661 20.778015 0.16 0.62 1.08 0.0751
H 23.603635 18.193297 17.766022 -0.13 -0.93 -0.25 0.1064
H 23.863388 16.489966 18.396435 -0.65 -0.72 0.33 0.0985
H 24.413044 16.648786 15.963491 -0.07 0.15 -1.05 0.0895
H 25.858268 16.253127 16.891821 0.40 -0.99 0.30 0.1032
H 26.482416 18.478252 17.095374 0.46 0.12 0.89 0.0880
H 27.148005 19.022489 14.824308 -0.57 0.15 0.33 0.1035
H 26.162877 17.746652 14.272433 -0.69 -0.44 -0.09 0.1035
H 28.656281 17.318664 14.621875 0.48 0.13 -0.30 0.1115
H 27.642202 16.165907 15.456090 0.34 -0.37 0.52 0.1075
H 29.270650 19.493287 16.079012 -0.28 0.89 -0.14 0.0671
H 30.469870 18.194276 16.267957 -0.71 -0.05 -0.42 0.0856
H 29.821417 18.783138 17.730356 -0.96 0.44 -1.32 0.1099
C 14.837628 22.111519 17.552509 1.30 0.05 0.23 -0.1099
O 14.614619 23.493092 17.298879 0.17 -0.82 0.46 -0.1653
C 15.755831 24.256221 16.980674 1.05 -0.79 0.28 -0.2065
C 16.690834 24.700072 18.136963 1.05 -3.03 -1.29 -0.2285
N 17.448447 25.842840 17.744653 0.19 0.59 -0.16 -0.0490
C 18.653011 26.023047 18.551299 0.29 0.80 0.39 -0.1811
C 18.366502 26.160154 20.034027 1.29 0.07 -0.01 -0.2692
O 17.722344 27.369707 20.270408 -0.93 -0.11 0.16 -0.1750
C 17.269370 27.466909 21.625138 1.87 1.20 -1.11 -0.0604
H 13.899872 21.620926 17.736586 -0.46 0.04 0.24 0.0762
H 15.558713 21.881239 18.365626 -0.60 0.57 0.19 0.0697
H 15.331604 21.577108 16.743906 -0.14 0.24 -0.86 0.0776
H 15.391451 25.070068 16.418376 -0.44 1.34 -0.35 0.1045
H 16.437579 23.736948 16.294763 -0.29 -0.30 -0.17 0.1219
H 17.421457 23.817324 18.282268 -0.93 1.22 0.04 0.1330
H 16.182432 24.816647 19.046925 -1.10 0.15 1.43 0.0893
H 16.797352 26.609334 17.899520 0.58 0.44 -0.18 0.1204
H 19.188759 26.941987 18.276427 -0.28 -0.15 -0.34 0.1266
H 19.365826 25.208747 18.395838 -0.30 -0.09 -0.14 0.0957
H 19.274843 26.179190 20.648149 0.38 -0.35 -0.25 0.1057
H 17.811932 25.300596 20.360725 -0.72 -0.50 0.45 0.0909
H 18.110754 27.853193 22.247078 -0.45 -0.60 -0.04 0.0998
H 16.883466 26.531358 21.962164 -0.45 -0.59 0.48 0.0623
H 16.567041 28.255428 21.545612 -1.12 0.52 0.55 0.0779
C 19.830661 22.771743 19.637071 1.46 -0.30 -1.22 -0.0954
O 20.857640 21.855076 20.030537 -0.39 -0.51 -1.16 -0.2377
C 21.623572 21.196950 18.962234 1.77 0.27 2.63 -0.1749
C 21.109075 19.871602 18.587190 -0.77 -0.76 -2.47 -0.2766
N 21.233232 18.863606 19.595352 -2.39 -1.14 1.23 -0.0124
C 20.485997 17.574629 19.176328 1.82 1.47 -1.06 -0.1456
C 19.021571 17.700501 18.961874 -0.79 -0.60 -0.58 -0.2746
O 18.301308 17.961707 20.146821 -0.64 1.73 0.35 -0.1777
C 17.873138 19.385085 20.289960 1.54 -1.86 -1.55 -0.0297
H 20.069434 23.149329 18.609853 -0.61 -0.47 0.58 0.1000
H 19.978078 23.584870 20.287888 -0.16 1.28 0.95 0.0474
H 18.815645 22.413974 19.757948 -0.18 -0.47 -0.27 0.0610
H 22.621704 21.071882 19.514615 -1.05 0.03 -1.13 0.1409
H 21.800393 21.782893 18.070459 -0.27 0.62 -0.06 0.1044
H 21.785547 19.497932 17.771996 -0.84 0.65 0.19 0.1033
H 20.036674 20.029664 18.137450 1.54 -0.39 0.64 0.1463
H 20.685496 19.219867 20.417264 0.83 -0.59 -0.57 0.1064
H 20.643453 16.849755 19.940969 0.21 -0.50 0.61 0.0763
H 20.942234 17.153318 18.223034 -0.32 0.67 1.04 0.1268
H 18.697750 16.738617 18.562291 -0.04 -0.33 0.38 0.0957
H 18.730068 18.350355 18.139392 0.20 0.67 0.14 0.0924
H 17.062944 19.584899 19.555100 0.69 0.18 0.19 0.0942
H 18.804123 20.015950 20.183962 -1.33 -0.22 0.07 0.0789
H 17.453243 19.428494 21.258861 -0.30 0.29 1.13 0.0430
```
Forces are in eV/Å.